[1]
8
Properties=species:S:1:pos:R:3:forces:R:3:mulliken_charge:R:1 method="wB97M-V/def2-TZVPD" e_tot_ev=-12627.6068 homo_energy_ha=-0.3652 relative_energy_ev=2.139 e_lumo_ev=0.48 gap_ha=0.3830
S -1.62876 0.07043 -0.07749 1.5 -0.7 -1.5 -0.21
C 0.10439 0.74640 0.27387 1.2 2.2 -2.4 -0.39
B 0.41166 -0.84309 0.14717 1.8 1.9 1.0 0.12
H 1.14836 -1.34811 -0.71270 -1.5 0.4 0.0 -0.07
H 0.38852 1.54566 -0.67635 -0.8 -2.4 2.7 0.18
H -1.29130 -0.25621 -1.42687 -0.7 0.6 1.6 0.17
H 0.62970 -1.28917 1.23193 -0.8 -0.4 0.0 -0.09
H 0.23744 1.37408 1.24046 -0.8 -1.5 -1.5 0.28


[2]
49
Properties=species:S:1:pos:R:3:forces:R:3:mulliken_charge:R:1 method="wB97M-V/def2-TZVPD" e_tot_ev=-93888.1994 charge=-2 homo_energy_ha=-0.0974 relative_energy_ev=0.639 e_lumo_ev=4.21 gap_ha=0.2522
Tl -0.59713 1.29554 0.18096 -0.1 -0.2 0.2 2.02
Cl 2.95207 3.86333 -1.41390 0.0 0.1 0.0 -0.24
Cl 4.24728 0.64501 -5.53580 0.1 0.0 -0.1 -0.30
Cl -0.65992 0.33627 -3.31416 0.0 0.0 0.0 -0.13
S -3.50941 1.38957 -0.14867 -0.2 0.1 0.0 1.09
O -4.08643 2.10627 -1.27322 0.1 0.0 0.0 -0.68
O -2.73634 2.31201 0.76033 0.0 0.0 0.0 -0.71
O 0.39246 2.44518 -1.48191 -0.1 0.0 -0.2 -0.96
O -4.48270 0.58989 0.58573 0.1 0.0 0.1 -0.67
O -2.38176 0.44177 -0.66723 0.1 0.1 0.0 -0.69
O 0.13771 1.54355 3.18195 0.0 0.1 0.0 -0.46
O 0.62552 -0.57361 -0.51453 0.1 -0.1 -0.1 -0.62
N 1.81778 2.24468 1.80486 0.0 0.0 0.0 -0.60
N -0.21570 -1.96285 1.15299 0.1 -0.2 -0.1 -1.16
N -0.70947 -0.81366 1.69291 0.0 0.0 0.0 0.64
C -3.91861 1.58721 4.07444 0.0 0.0 0.0 -0.48
C 0.44651 -1.69655 0.03824 -0.1 0.2 0.1 0.33
C 1.61376 -5.22679 -0.73721 0.0 0.0 0.0 -0.59
C 1.69266 -2.69599 -1.86941 0.0 0.0 0.0 -0.41
C 0.92225 1.02673 -3.34404 0.0 0.1 0.1 0.59
C 0.62158 1.87071 1.91628 0.0 0.0 0.0 -0.01
C -1.81029 2.70857 3.86716 0.0 0.0 0.0 -0.39
C 2.24080 -5.03679 -1.96336 0.0 0.0 0.0 -0.31
C 3.43316 2.18743 -3.45901 -0.1 0.0 0.1 -0.76
C -3.15509 2.73889 4.19091 0.0 0.0 0.0 -0.47
C 3.08597 1.18112 -4.33872 0.0 0.0 0.0 0.52
C -1.42770 -0.88230 2.73489 0.0 0.1 0.0 -0.95
C 1.02808 -4.15476 -0.07947 0.0 0.0 0.0 -0.18
C 1.21639 2.03067 -2.37874 0.0 0.0 0.1 -0.24
C 1.83054 0.59997 -4.29288 0.0 0.0 0.0 -0.79
C 2.27801 -3.76853 -2.52696 0.0 0.0 0.0 -0.62
C -1.98319 0.36364 3.29237 0.0 0.1 0.0 0.88
C 1.06494 -2.88106 -0.64226 0.0 -0.1 0.0 0.15
C -3.33350 0.41394 3.63543 0.1 0.0 0.0 -0.51
C 2.51041 2.59357 -2.51090 0.0 -0.1 -0.1 0.56
C -1.22892 1.53565 3.41620 0.0 -0.2 0.0 0.28
H -3.93855 -0.47103 3.48483 0.0 0.0 0.0 0.33
H -4.98078 1.61360 4.28247 0.0 0.0 0.0 0.36
H 1.54917 -0.17613 -4.99127 0.0 0.0 0.0 0.42
H 0.53020 -4.28092 0.87193 0.0 0.0 0.0 0.47
H -1.19180 3.59446 3.93784 0.0 0.0 0.0 0.41
H 2.25748 2.28464 2.72999 0.0 0.0 0.0 0.22
H 2.69737 -5.87520 -2.47745 0.0 0.0 0.0 0.35
H 1.57992 -6.21543 -0.29363 0.0 0.0 0.0 0.36
H -1.69224 -1.84293 3.18230 0.0 0.0 0.0 0.38
H 1.70729 -1.69796 -2.28963 0.0 0.0 0.0 0.41
H 4.40840 2.65159 -3.49612 0.0 0.0 0.0 0.40
H -3.61148 3.66830 4.50854 0.0 0.0 0.0 0.33
H 2.76329 -3.61130 -3.48307 0.0 0.0 0.0 0.41


[3]
87
Properties=species:S:1:pos:R:3:forces:R:3:mulliken_charge:R:1 method="wB97M-V/def2-TZVPD" e_tot_ev=-145451.3725 multiplicity=6 charge=+1 homo_energy_ha="-0.3770 / -0.3969" relative_energy_ev=2.571 e_lumo_ev="-1.80 / -3.75" gap_ha="0.3107 / 0.2589"
As -1.72414 1.68334 -1.19636 0.0 -0.1 -0.1 1.85
Fe -0.21249 -0.19223 0.43358 0.0 0.2 0.1 2.22
O 0.05689 1.89191 -0.29469 -0.1 -0.1 -0.1 -0.81
O -2.08926 1.00237 0.51190 -0.1 0.1 0.0 -0.58
O -0.05377 -1.54815 -0.80803 0.0 -0.1 -0.2 -1.20
N 1.83156 -0.10202 0.95908 0.0 -0.1 0.2 0.90
N -1.19193 -1.36464 1.99353 -0.1 -0.1 -0.1 -0.57
C 1.95995 -1.92368 -2.03008 0.0 0.0 0.0 0.02
C 4.09744 -1.36073 -3.00423 0.0 0.0 0.0 -1.03
C 3.69864 0.91022 2.02900 0.0 0.0 0.0 -0.97
C 0.38211 2.58181 0.92347 0.0 0.0 0.0 2.04
C 2.10969 -1.18408 -4.32736 0.0 0.0 0.0 -0.89
C -2.52448 3.42396 -1.28391 0.0 0.0 0.1 -1.03
C 0.87973 -6.05097 -2.10733 0.0 0.0 0.0 -0.99
C -0.39614 -6.41518 -1.70625 0.0 0.0 0.0 -0.66
C -0.50129 2.04471 2.02673 0.0 0.0 0.0 -0.04
C -4.09709 -3.16920 1.40039 0.0 0.0 0.0 -1.14
C -0.61399 6.24701 1.43406 0.0 0.0 0.0 -1.00
C 3.48651 -1.03996 -4.20374 0.0 0.0 0.0 -0.56
C 2.42970 -1.30458 1.04657 0.0 -0.1 -0.1 0.59
C 1.36051 -1.62570 -3.25287 -0.1 0.0 0.0 -0.31
C 1.04912 -2.41178 -0.90949 -0.1 0.0 0.2 2.74
C -0.73016 -4.20055 -0.83648 0.0 0.1 0.0 0.06
C -3.15069 0.49595 -1.80952 0.0 0.0 0.0 -1.22
C 1.34753 -4.76488 -1.87480 0.1 0.0 0.0 -0.19
C -0.55563 1.41289 -2.72279 0.0 0.0 0.0 -1.13
C 2.46065 0.99296 1.40512 0.0 0.1 0.0 0.31
C -0.15540 6.81554 0.25760 0.0 0.0 0.0 -0.59
C -2.83564 1.45910 2.74109 0.0 0.0 0.1 -1.32
C -1.94909 1.93145 1.64763 0.1 0.1 -0.2 1.04
C 0.16978 4.08248 0.71536 0.1 0.0 0.0 -0.55
C 1.88810 2.37235 1.15740 0.0 0.0 0.0 -1.85
C 0.54767 -3.82591 -1.23649 -0.1 0.0 0.1 -0.47
C -2.96508 -3.22373 2.42825 0.1 0.0 0.1 -0.52
C 0.48453 6.02163 -0.68634 0.0 0.0 0.0 -0.76
C 4.30052 -0.32585 2.17565 0.0 0.0 0.0 -1.01
C 3.33778 -1.80521 -1.92675 0.0 0.0 0.0 -0.12
C -0.97198 1.18241 4.23725 0.0 0.0 0.0 -1.14
C -1.20281 -5.48193 -1.06967 0.0 -0.1 0.0 -0.91
C -2.35074 1.11484 3.96066 -0.1 0.0 0.0 -0.54
C -0.07245 1.64677 3.25185 0.0 0.0 0.0 -0.47
C 1.74864 -2.52801 0.47406 0.1 0.0 0.0 -3.05
C 0.64630 4.66603 -0.45798 0.0 0.0 0.0 -0.09
C -0.44559 4.88623 1.66485 0.0 0.0 0.0 -0.31
C 3.66370 -1.44245 1.66581 0.0 0.0 0.0 -0.47
C -1.97168 -2.18206 2.19113 0.2 0.1 0.1 0.32
H 0.29025 -1.75837 -3.35493 0.0 0.0 0.0 0.60
H 2.48736 -3.33148 0.45052 0.0 0.0 0.0 0.65
H -0.59416 0.88336 5.20405 0.0 0.0 0.0 0.45
H 4.07633 -0.69368 -5.04186 0.0 0.0 0.0 0.44
H 0.16063 2.22474 -2.80515 0.0 0.0 0.0 0.37
H 4.17890 1.81213 2.38240 0.0 0.0 0.0 0.55
H -3.70804 -3.24046 0.38686 0.0 0.0 0.0 0.32
H -0.80110 4.45638 2.59353 0.0 0.0 0.0 0.45
H -0.28981 7.87347 0.07723 0.0 0.0 0.0 0.42
H 1.12881 4.04615 -1.20373 0.0 0.0 0.0 0.32
H 0.97992 1.69465 3.50496 0.0 0.0 0.0 0.47
H 1.51307 -6.76681 -2.61441 0.0 0.0 0.0 0.43
H -2.79519 -0.53380 -1.75255 0.0 0.0 0.0 0.23
H 0.85661 6.46234 -1.60184 0.0 0.0 0.0 0.43
H -3.37309 0.72790 -2.85119 0.0 0.0 0.0 0.51
H -2.43879 -4.18101 2.40025 0.0 0.0 0.0 0.30
H -0.76331 -7.41490 -1.89619 0.0 0.0 0.0 0.42
H -3.89447 1.40968 2.52323 0.0 0.0 0.0 0.52
H 5.17107 -1.27443 -2.90038 0.0 0.0 0.0 0.46
H 0.97139 -2.85918 1.16974 0.0 0.0 0.0 0.68
H 2.38002 2.75666 0.25921 0.0 0.0 0.0 0.75
H -2.31428 2.90422 1.28501 0.1 0.0 0.1 0.38
H -1.10213 6.86015 2.17965 0.0 0.0 0.0 0.46
H 2.20707 3.03177 1.96818 0.0 0.0 0.0 0.56
H -2.86144 3.54266 -2.31423 0.0 0.0 0.0 0.50
H -1.35952 -3.45375 -0.37260 0.0 0.0 0.0 -0.07
H -4.66153 -2.24299 1.49252 0.0 0.0 0.0 0.35
H -2.20749 -5.75454 -0.76859 0.0 0.0 0.0 0.44
H -4.03976 0.61016 -1.19463 0.0 0.0 0.0 0.36
H 3.85178 -2.06907 -1.01256 0.0 0.0 0.0 0.43
H -1.82550 4.21556 -1.02803 0.0 0.0 0.0 0.18
H -1.18370 1.34636 -3.61062 0.0 0.0 0.0 0.55
H 1.62461 -0.96354 -5.26948 0.0 0.0 0.0 0.45
H -3.33838 -3.08762 3.44531 0.0 0.0 0.0 0.41
H 4.11559 -2.42220 1.73443 0.0 0.0 0.0 0.57
H 2.34260 -4.49404 -2.20701 0.0 0.0 0.0 0.44
H -4.77526 -4.00370 1.56663 0.0 0.0 0.0 0.35
H -3.39291 3.45562 -0.62777 0.0 0.0 0.0 0.39
H 5.26196 -0.41480 2.66309 0.0 0.0 0.0 0.43
H -3.02877 0.78249 4.73605 0.0 0.0 0.0 0.45
H -0.02485 0.47143 -2.58199 0.0 0.0 0.0 0.04


[4]
77
Properties=species:S:1:pos:R:3:forces:R:3:mulliken_charge:R:1 method="wB97M-V/def2-TZVPD" e_tot_ev=-79384.1761 multiplicity=2 charge=-1 homo_energy_ha="-0.1392 / -0.1350" relative_energy_ev=3.427 e_lumo_ev="2.01 / 2.00" gap_ha="0.2131 / 0.2084"
Ru 0.06835 0.13498 0.19853 -0.2 -1.8 1.2 -0.48
Cl -4.52137 2.09588 0.61591 -0.1 0.1 0.1 -0.26
Cl -5.89441 -2.11596 -2.40448 -0.3 -0.2 -0.2 -0.30
O -1.79700 0.96565 0.38988 -1.1 -0.3 -0.5 -0.26
O -0.27201 -1.04345 2.01626 0.4 0.5 -0.3 1.01
N 0.51741 1.33716 -1.25325 -0.3 2.5 0.1 0.69
N 0.20083 -0.56330 5.32325 0.1 0.1 0.5 -0.25
N -1.01442 -1.15596 -1.03301 -0.5 -1.5 -0.7 0.60
N -0.10589 -2.21526 1.25889 -0.8 -0.8 -0.7 -1.08
N 1.85486 -0.70986 -0.02751 0.7 -0.5 0.1 0.72
N 1.64981 -2.68066 2.80221 -0.2 0.6 1.5 -0.11
N -0.05144 -3.76400 6.57241 0.0 -0.1 0.2 -0.65
N 0.72853 1.79639 1.23428 -0.4 1.6 -0.9 0.71
C 1.07108 -2.26606 3.77121 0.9 -0.8 -1.0 1.25
C -1.30479 0.35033 3.56262 0.3 -0.1 -0.2 -0.94
C -2.89057 -2.81776 -2.32791 1.6 -0.2 0.2 -0.96
C 0.24260 2.62979 -0.93168 1.0 -2.2 0.5 0.41
C 1.17684 2.00220 2.59466 0.3 -0.1 0.4 -1.92
C -3.31951 -1.64934 -1.67692 -0.1 0.3 0.2 -0.62
C 0.49165 5.46361 0.37434 0.1 -1.8 0.8 -0.74
C 0.49717 -1.89899 4.91559 0.1 0.5 -0.1 -1.03
C 1.08645 1.02231 -2.52658 -0.1 -0.2 -0.7 -1.04
C 2.76874 -0.15654 -1.00573 0.0 -0.1 -0.2 -1.09
C -0.20485 3.49665 -1.90544 -0.3 1.9 -1.2 -0.50
C 4.20703 -3.05764 1.61366 0.0 -0.1 -0.3 -0.73
C 3.62920 -1.89756 1.08308 0.2 0.3 0.1 -0.57
C 1.27028 0.75503 3.47519 -0.1 0.1 -0.1 0.35
C 2.29688 -1.69040 0.74995 0.2 0.4 -0.1 -0.66
C 1.24319 -2.62264 1.38465 0.1 0.1 0.2 2.19
C 1.42164 -3.94685 0.72581 -0.3 0.2 0.0 -1.45
C -2.70683 0.29888 -0.26659 -0.3 1.6 0.9 -0.25
C 0.52916 2.91497 0.50333 -0.3 -2.3 0.1 1.16
C 0.01690 0.49800 4.34493 -0.1 0.1 -0.3 -0.26
C -0.64106 -2.31231 -1.64160 0.5 2.4 1.3 -0.42
C 0.73417 4.20150 0.98157 -0.1 2.6 0.0 -1.02
C -1.46115 -0.94727 2.77559 -0.6 0.0 0.3 -0.88
C -0.07147 5.75794 -0.84701 -0.4 0.6 -0.8 -0.53
C -2.34852 -0.85310 -1.00932 0.5 -0.7 -0.6 0.42
C 3.72620 -4.33533 1.51903 0.3 -0.2 0.2 -0.69
C 0.17595 -2.92093 5.81847 -0.4 -0.7 0.3 0.15
C -4.65408 -1.20375 -1.60799 -0.6 0.7 0.3 0.92
C -1.52433 -3.14415 -2.26867 -2.3 -0.4 -0.8 -1.45
C -5.03429 -0.05798 -0.91631 0.3 -1.2 -0.7 -0.56
C 2.11216 -0.11838 -2.39242 -0.1 0.3 0.3 -0.88
C -4.07406 0.67555 -0.25546 1.3 0.0 0.2 0.54
C 2.51238 -4.71840 0.89182 0.1 -0.1 0.1 -0.49
C -0.42215 4.88254 -1.87492 0.6 -1.0 0.7 -0.75
H -2.34895 -0.90525 2.12788 0.2 0.0 0.0 0.57
H 0.56233 -4.29365 0.17352 -0.1 -0.1 -0.1 0.49
H -6.07042 0.24127 -0.88611 -0.1 0.0 0.0 0.48
H 2.10189 0.89546 4.17669 0.0 0.0 -0.1 0.57
H 0.52285 2.72922 3.10499 0.2 0.0 -0.1 0.58
H 0.41035 -2.55227 -1.57846 0.0 0.1 0.1 0.68
H -1.35377 1.16826 2.83918 -0.1 0.1 0.1 0.26
H -0.25300 6.80978 -1.04293 0.0 0.0 0.0 0.29
H 1.61673 -1.07421 -2.56132 0.1 -0.1 0.0 0.28
H 4.37520 -5.13407 1.85258 0.1 -0.1 0.0 0.34
H 0.74531 6.31506 0.99940 0.0 -0.1 0.0 0.32
H 2.88865 0.00065 -3.15232 -0.1 0.0 -0.1 0.44
H 3.66083 -0.79088 -1.07344 -0.1 0.2 0.1 0.82
H 1.08299 4.30556 1.99929 0.2 -0.1 -0.1 0.34
H -3.59461 -3.45202 -2.84225 -0.1 0.0 0.0 0.43
H -1.16979 -4.05724 -2.72515 0.0 0.0 0.0 0.44
H 0.82771 -0.26516 6.06454 0.0 0.0 -0.2 0.39
H 4.27686 -1.03493 0.97986 0.1 0.0 0.0 0.43
H -0.85923 5.31268 -2.76731 0.0 0.0 0.0 0.36
H 1.59052 1.92034 -2.91523 -0.1 -0.2 0.0 0.63
H 3.06797 0.85712 -0.70519 0.1 0.0 -0.1 0.12
H -0.11427 1.40470 4.95776 0.0 -0.1 -0.1 0.30
H -0.42579 3.02320 -2.85759 -0.1 0.0 0.1 0.33
H 5.19999 -2.93249 2.03336 0.0 -0.1 0.0 0.35
H 2.46708 -5.73411 0.51305 -0.1 -0.1 0.0 0.41
H 0.32108 0.71929 -3.26122 0.1 0.1 0.0 0.16
H 1.52117 -0.09644 2.84607 0.1 0.1 0.2 -0.81
H -2.14341 0.44513 4.25528 0.0 0.0 0.0 0.51
H -1.55154 -1.82130 3.43467 0.1 0.2 -0.2 0.46
H 2.18901 2.43913 2.53457 -0.2 0.1 0.1 0.74